[1]
ORCA calculation (ωB97M-V/def2-TZVPD) on C14H30Li2N2O10 as an isolated structure at a distorted geometry.

Summary:
HOMO energy = -0.00622 hartree
energy relative to the best compared isomer or geometry (same formula, charge and spin) = 270.67 kcal per mole
max |F| = 14.53 eV/A
charge = -2

Geometry (Å):
C: -1.269 -0.177 -0.400
O: -0.933 -0.760 -1.471
C: -2.625 4.053 0.340
H: -0.267 -1.997 -1.194
H: 1.660 -1.375 -2.629
N: -0.650 2.602 0.003
H: 0.253 -2.555 4.809
H: -0.503 3.046 -0.892
H: 0.966 -5.956 -3.831
H: 2.219 1.642 1.602
H: 0.833 -3.587 0.310
C: 0.836 0.576 3.535
H: 1.209 1.395 4.151
C: 1.532 -2.259 -2.005
H: -0.960 -1.967 1.403
H: 0.310 -0.885 1.624
Li: -0.630 0.258 -2.545
H: -4.044 4.608 -1.903
O: 0.683 0.390 -2.466
H: 1.288 -6.797 -2.413
O: -2.445 0.001 -0.097
O: -0.315 0.443 0.144
O: 0.578 -2.560 2.742
C: 0.961 -3.474 -2.813
H: -3.339 6.171 -2.084
C: 0.077 -1.959 3.913
N: 0.698 -1.820 -0.952
H: -0.986 -1.819 3.721
O: 2.772 0.613 -2.755
H: -1.320 3.286 1.896
C: 0.126 -1.950 1.488
H: 1.147 1.405 -0.325
H: 0.537 -0.975 4.008
H: -4.155 5.807 -0.562
H: -3.161 3.158 0.025
C: -1.227 3.612 0.860
O: 2.083 0.089 -0.841
H: -0.121 -3.397 -2.921
H: 0.113 -0.015 4.097
H: 1.710 -0.061 3.400
O: 1.319 -4.727 -2.195
H: -0.304 -5.992 -2.656
C: -3.525 5.389 -1.348
H: 1.138 2.918 2.207
H: -3.158 4.572 1.137
O: 0.301 1.139 2.333
C: 1.843 0.495 -1.990
H: 2.030 -2.478 0.649
H: 2.545 -2.531 -1.705
H: -0.534 4.450 0.787
H: 1.359 3.127 -0.173
Li: 0.653 -0.405 -0.840
O: -2.327 4.871 -0.781
C: 1.182 1.970 1.671
C: 0.782 2.284 0.208
C: 0.777 -5.899 -2.759
H: 1.289 -3.487 -3.852
C: 0.987 -2.508 0.333

Cartesian forces, eV/Å:
-0.9 3.4 1.1
-7.1 -2.6 -2.0
2.2 -0.9 0.1
0.1 -0.7 0.1
0.1 -1.0 -0.9
0.4 1.1 -0.9
0.0 -0.5 -0.2
-1.0 0.3 -0.5
0.0 0.4 -0.6
0.1 -0.5 0.3
-0.4 -0.5 -0.3
0.3 3.7 -0.9
0.1 0.5 0.5
0.4 -1.4 -1.6
-0.2 -0.7 -0.3
0.1 -0.1 -0.6
-8.9 1.2 -3.1
-0.4 -0.2 0.2
6.9 3.5 -0.9
0.0 0.2 0.7
-3.1 -0.5 1.3
-1.9 -3.2 2.2
0.5 -1.6 -0.4
0.2 0.2 0.1
0.5 0.1 0.1
-0.1 -0.9 -1.1
3.8 -13.6 3.3
-0.5 0.2 0.6
3.8 2.1 -3.6
0.1 -0.3 0.0
1.3 1.2 1.2
-0.5 1.4 0.1
0.0 -4.1 0.6
-0.3 0.0 0.1
-0.2 -0.1 0.0
-0.1 0.1 -0.5
4.1 1.4 3.5
-0.4 0.0 0.5
-0.8 3.4 -0.5
0.2 -0.1 -0.7
0.0 -0.4 0.3
-0.2 0.0 0.4
0.6 -0.4 -0.1
0.5 0.5 0.5
-0.2 0.4 -0.1
0.0 -1.9 2.0
3.2 -1.3 -1.8
0.2 0.8 -0.2
0.0 0.0 0.3
-0.2 1.0 0.7
0.6 0.7 0.5
-2.2 6.3 0.6
-1.2 1.1 -0.4
0.0 2.0 -1.2
0.1 0.4 1.5
0.3 0.6 -0.7
0.6 0.0 -0.2
-0.7 -0.5 0.6



[2]
ORCA calculation (ωB97M-V/def2-TZVPD) on KO4V2 as an isolated structure at a distorted geometry.

Summary:
HOMO energy = -0.87104 hartree
max |F| = 8.69 eV/A
charge = +3

Geometry (Å):
O: 2.159 2.793 -1.718
K: 1.310 -1.623 -1.213
O: -1.422 -1.770 -0.014
V: -2.645 -1.352 1.014
O: -2.014 -1.947 2.404
V: 1.332 2.798 -0.340
O: 1.280 1.100 -0.133

Cartesian forces, eV/Å:
-2.7 0.9 4.4
0.3 -0.4 -0.2
-4.0 1.9 2.5
6.3 -4.6 2.4
-2.8 2.5 -4.7
3.5 -6.6 -4.4
-0.6 6.3 0.0



[3]
ORCA calculation (ωB97M-V/def2-TZVPD) on a 2-piece molecular cluster, C5H4F3NO overall at a distorted geometry.

Summary:
HOMO energy = -0.32723 hartree
energy relative to the best compared isomer or geometry (same formula, charge and spin) = 101.84 kcal per mole
SMILES = CN=C=C(F)F.O=C=CF
max |F| = 3.39 eV/A
charge = 0

Geometry (Å):
F: -1.654 2.874 -0.009
F: -0.174 -1.307 1.194
H: 0.188 -2.363 -0.405
C: -0.566 -1.912 0.081
C: -1.271 1.635 0.080
C: 2.140 0.620 0.018
F: -2.308 0.836 0.543
H: 2.000 1.334 0.955
C: -0.133 1.086 -0.207
C: -1.774 -1.914 -0.354
H: 3.028 0.950 -0.674
O: -2.810 -2.099 -0.844
H: 2.425 -0.404 0.287
N: 0.910 0.662 -0.666

Cartesian forces, eV/Å:
0.0 0.8 -0.2
0.1 0.8 1.4
2.2 -1.6 -2.0
-0.4 0.8 1.5
-1.7 -2.2 0.8
2.0 1.9 1.5
1.1 1.0 -0.3
1.1 -1.6 -1.6
0.5 0.8 -0.3
-1.8 -0.7 -0.9
-1.9 -0.2 1.2
-0.2 0.4 0.1
-0.4 0.2 0.2
-0.7 -0.3 -1.5



[4]
ORCA calculation (ωB97M-V/def2-TZVPD) on one molecule with the formula CH5PS2 at a distorted geometry.

Summary:
HOMO energy = -0.29628 hartree
energy relative to the best compared isomer or geometry (same formula, charge and spin) = 64.43 kcal per mole
SMILES = C[PH]#[SH]=S
max |F| = 5.03 eV/A
charge = 0

Geometry (Å):
S: -3.525 0.402 -0.149
S: -1.644 0.669 0.178
H: 1.865 0.221 0.929
C: 1.593 -0.013 -0.095
H: -0.434 -0.946 -1.368
H: 2.324 -0.571 -0.466
P: 0.063 -1.084 -0.023
H: 1.400 0.934 -0.456
H: -1.642 0.389 1.449

Cartesian forces, eV/Å:
-0.9 -0.6 -0.8
1.9 0.0 0.0
0.1 -0.4 0.5
-3.8 0.6 3.2
0.8 -0.4 0.2
3.2 -2.0 -2.1
-1.5 0.8 -0.7
-0.1 1.8 -1.7
0.4 0.1 1.4



Number 1: E_tot -38857.7574 eV, orbital gap 4.55 eV. Number 2: E_tot -75853.7157 eV, orbital gap 8.77 eV. Number 3: E_tot -16934.7228 eV, orbital gap 9.02 eV. Number 4: E_tot -32075.2628 eV, orbital gap 7.30 eV.